C4H3I | ωB97M-V with the def2-TZVPD basis set

XYZ file:
```
8
Properties=species:S:1:pos:R:3:forces:R:3
C -0.23154 0.51901 -0.54901 0.919 -0.925 0.487
C -0.33274 -0.36633 0.36378 -0.129 -0.875 1.812
C -0.08738 1.48955 -1.36945 1.820 0.443 -1.490
C -0.28243 -1.12208 1.40601 1.051 -2.474 0.208
I 1.89717 -2.69190 1.41855 -1.590 1.298 -0.035
H -0.91389 2.08235 -1.43939 -2.332 1.832 -0.267
H 0.71729 1.84828 -2.05938 -0.334 -1.080 0.989
H -0.76647 -1.75888 2.22889 0.596 1.780 -1.705
```
Positions in Å, forces in eV/Å.

Calculated values
2S+1: 1
Total charge: 0
Energy in eV: -12292.558
HOMO level (spin up / spin down) in eV: -8.96 / -8.96
Lowest unoccupied orbital energy (spin up / spin down) in eV: -1.632 / -1.632
Frontier orbital gap (spin up / spin down) in eV: 7.33 / 7.33

=====

C3H10NO | ωB97M-V with the def2-TZVPD basis set

XYZ file:
```
15
Properties=species:S:1:pos:R:3:forces:R:3
C 2.10382 0.25986 -0.96538 -1.643 -2.651 -3.395
N 1.88368 -0.82843 -1.68035 2.642 2.264 0.463
H 2.96581 0.83213 -1.19542 0.876 0.385 0.290
H 1.20884 0.61483 -0.48720 0.228 -0.005 1.046
H 1.06431 -1.34190 -1.54151 -2.060 -0.618 0.610
H 2.48760 -1.23352 -2.42569 0.018 0.740 1.055
C -1.45147 0.25966 0.22770 0.963 -0.631 2.502
O -0.38792 -0.77870 0.00690 -0.756 1.939 -1.259
C -1.28376 0.62029 1.77200 -1.840 1.450 -0.026
H -2.42817 -0.12888 0.07313 -0.763 -1.177 0.117
H -1.54163 1.06218 -0.51389 1.530 0.138 0.217
H -0.81070 -1.60044 0.18954 -0.453 -1.029 0.295
H -1.54719 1.72077 1.93049 0.181 -1.411 -0.136
H -0.25953 0.51893 2.15050 -0.230 -0.227 -0.411
H -2.00371 0.02323 2.45919 1.306 0.833 -1.367
```
Positions in Å, forces in eV/Å.

Calculated values
2S+1: 1
Total charge: +1
Energy in eV: -6802.197
HOMO level in eV: -14.59
Lowest unoccupied orbital energy in eV: -5.728
Frontier orbital gap in eV: 8.87

=====

C20H22N2O5S | ωB97M-V with the def2-TZVPD basis set

XYZ file:
```
50
Properties=species:S:1:pos:R:3:forces:R:3
C -3.70749 -1.67901 2.29889 -0.092 -0.229 -0.115
H -2.71117 -1.41387 2.64892 0.116 0.067 0.085
H -4.21210 -2.22490 3.09277 -0.018 0.027 0.137
H -4.27514 -0.77315 2.09257 -0.052 0.122 0.023
C -3.60956 -2.54162 1.03917 0.031 0.158 0.122
C -2.96768 -1.78471 -0.08979 -0.082 -0.017 -0.195
C -1.59989 -1.88177 -0.30725 0.044 -0.114 0.060
C -1.00083 -1.17866 -1.34494 -0.264 -0.080 0.081
C -1.78020 -0.37104 -2.16942 0.071 -0.071 0.042
C -3.13891 -0.26371 -1.94370 0.001 -0.047 -0.021
C -3.73300 -0.96531 -0.90971 -0.014 -0.059 0.019
H -4.79499 -0.87459 -0.74023 -0.143 0.015 0.031
H -3.73997 0.36826 -2.57972 -0.054 0.070 -0.074
H -1.31778 0.17538 -2.97886 0.057 0.084 -0.084
N 0.37492 -1.24543 -1.61796 -0.134 0.095 -0.452
C 1.36465 -1.80018 -0.87665 0.246 -0.056 -0.372
O 1.19810 -2.41288 0.15740 -0.018 -0.193 0.141
C 2.75739 -1.61924 -1.47829 -0.122 -0.151 0.075
C 3.76720 -1.33561 -0.38484 -0.378 0.825 0.163
H 4.79234 -1.48583 -0.71223 0.108 0.145 0.029
H 3.56633 -1.91585 0.51028 0.012 -0.041 0.092
S 3.65800 0.44146 0.03555 0.327 -0.156 0.199
O 3.89772 1.16563 -1.18636 -0.228 -0.007 -0.316
O 4.53858 0.70665 1.14266 -0.097 -0.172 0.143
C 1.94317 0.73452 0.50132 0.607 -0.093 -0.188
C 1.19966 1.48024 -0.39733 -0.386 0.285 -0.096
C -0.14724 1.70236 -0.17262 0.367 -0.105 0.363
C -0.74003 1.14830 0.96864 0.178 0.205 -0.315
C 0.02971 0.43874 1.87561 0.220 0.107 -0.167
C 1.38656 0.21696 1.66312 -0.149 0.017 0.119
C 2.17509 -0.59895 2.63230 -0.001 -0.142 0.127
H 2.07249 -1.65291 2.37102 0.028 -0.088 0.015
H 1.79335 -0.46518 3.64161 0.006 0.007 0.079
H 3.22440 -0.32156 2.60184 -0.012 -0.077 0.177
H -0.44292 0.02663 2.75466 -0.063 -0.057 0.140
N -2.11374 1.28941 1.13591 0.164 -0.328 0.370
C -2.88926 2.05468 0.32946 0.058 0.116 -0.221
O -4.09394 2.08583 0.41743 -0.171 0.157 -0.050
C -2.09892 2.93510 -0.63111 -0.304 0.355 -0.004
H -2.70521 3.13843 -1.51578 0.008 -0.066 0.215
O -0.88158 2.38654 -1.09495 0.181 -0.188 -0.046
H -1.90770 3.88946 -0.11301 -0.042 -0.139 -0.072
H -2.57610 0.71768 1.83150 -0.055 0.086 -0.158
H 1.68155 1.87992 -1.27457 -0.012 0.089 -0.171
H 3.01288 -2.55043 -1.99232 -0.024 0.063 0.021
H 2.78537 -0.80201 -2.20038 -0.026 -0.119 -0.133
H 0.65248 -0.71976 -2.43577 0.101 -0.115 0.200
H -0.99523 -2.50889 0.32617 0.041 -0.055 0.037
H -4.61347 -2.85198 0.74370 0.035 -0.077 -0.010
H -3.02512 -3.43584 1.26161 -0.063 -0.051 -0.045
```
Positions in Å, forces in eV/Å.

Calculated values
2S+1: 1
Total charge: 0
Energy in eV: -45151.242
HOMO level in eV: -8.60
Lowest unoccupied orbital energy in eV: 0.455
Frontier orbital gap in eV: 9.06

=====

C45H100F12N11O24S12 | ωB97M-V with the def2-TZVPD basis set

XYZ file:
```
204
Properties=species:S:1:pos:R:3:forces:R:3
C 27.29091 13.44260 20.68415 1.549 0.202 0.729
C 27.21970 13.51891 19.16283 -1.578 0.184 1.121
C 25.87438 14.18162 18.79766 0.740 0.040 -0.884
C 26.02395 14.76751 17.36181 -0.584 -0.316 1.594
N 24.80321 15.40722 16.78160 1.401 1.425 0.607
C 24.18577 16.42314 17.73052 -0.782 0.336 1.229
C 25.17127 17.58449 17.85600 1.633 -0.988 1.073
C 25.89593 17.52078 16.49008 0.911 -0.025 0.733
C 25.31273 16.30827 15.73650 -1.549 2.986 -0.053
C 23.84981 14.50883 16.17940 -2.201 -0.119 -0.536
H 26.55034 12.77975 21.11943 -0.187 -0.162 -0.124
H 27.13058 14.44143 21.15103 0.140 -0.573 -0.404
H 28.30020 13.08904 21.03917 -0.952 0.268 -0.342
H 27.34180 12.56884 18.69945 -0.279 -1.103 -0.234
H 28.01606 14.05895 18.74657 1.271 1.254 -0.272
H 25.70947 14.95769 19.55699 -0.262 -0.100 -0.415
H 25.09160 13.41316 18.86028 -0.069 0.459 -0.057
H 26.19954 13.95041 16.69616 0.615 -0.455 -0.551
H 26.82257 15.52550 17.31422 -0.264 -0.649 0.160
H 23.26993 16.86997 17.26929 0.573 -1.039 0.246
H 23.95669 15.91798 18.68867 -0.227 0.314 -0.781
H 24.66155 18.52834 18.04505 -0.086 -0.168 -0.242
H 25.92703 17.45862 18.72381 -1.206 -0.017 -1.299
H 25.83190 18.48322 16.03964 -0.571 0.496 -1.057
H 26.99240 17.42477 16.61401 -0.501 -0.261 0.052
H 24.41428 16.57182 15.15179 0.459 0.165 0.121
H 26.00419 15.91820 15.06751 1.206 -1.413 -0.955
H 23.61074 13.62228 16.78952 0.156 0.575 -0.240
H 24.07088 14.29211 15.13582 0.852 -0.510 0.220
H 22.97640 15.16417 16.03534 -0.259 -0.792 0.476
C 18.39159 24.34630 20.24810 0.555 1.280 0.599
C 18.93123 23.88864 21.62466 2.115 -0.258 -0.611
C 19.56078 22.46781 21.59768 0.515 -0.719 -1.391
C 18.69000 21.39310 20.89056 -1.417 0.971 -1.124
N 19.13612 19.94852 20.97854 0.323 -0.075 0.842
C 18.46628 18.98094 19.93777 0.601 0.463 3.223
C 18.72402 17.62184 20.67029 0.965 0.313 -0.999
C 18.73553 17.85423 22.19488 -0.924 0.092 -0.735
C 18.74935 19.34797 22.35691 0.307 1.315 -0.147
C 20.62017 19.88312 20.82310 -0.280 0.659 -0.643
H 18.23996 25.43960 20.33809 0.291 -0.315 -0.203
H 17.35958 24.02773 20.06405 0.474 -0.674 -0.365
H 19.16052 24.19763 19.43001 -1.178 -0.143 0.709
H 18.22372 23.88554 22.39247 -1.725 0.096 0.895
H 19.71023 24.62208 22.02579 -0.687 -0.997 -0.813
H 19.83086 22.05382 22.55386 0.069 0.387 0.814
H 20.49116 22.49388 20.99358 -0.277 0.246 0.407
H 18.69972 21.69400 19.79117 -0.341 -0.728 1.254
H 17.63798 21.40166 21.30055 0.964 0.072 -0.663
H 19.02904 19.11294 19.04231 -0.063 -0.008 -0.873
H 17.43494 19.34521 19.93612 0.021 -0.512 -0.406
H 19.71295 17.24257 20.39415 -0.116 0.338 -0.183
H 18.08866 16.85654 20.26251 -0.692 -0.237 0.329
H 19.55075 17.44609 22.73278 1.231 -0.693 -0.082
H 17.88308 17.35796 22.62662 -0.662 0.431 0.279
H 19.41974 19.77947 23.11647 0.239 -0.479 -0.428
H 17.81130 19.77003 22.64904 -0.842 0.055 -0.261
H 21.06843 20.51276 21.60067 0.099 -0.572 -0.297
H 20.90398 20.21334 19.81938 -0.413 0.406 0.644
H 20.94042 18.86761 20.79784 0.212 -0.813 0.762
C 21.15535 16.86332 6.58934 0.424 -1.247 2.223
C 22.08704 18.04308 6.66503 0.739 1.468 -0.627
C 23.24850 18.16326 7.67142 0.847 -2.891 0.477
C 24.19496 19.29478 7.31504 -0.193 -1.776 -0.150
N 25.28117 19.57305 8.30008 0.119 -0.093 0.766
C 26.05199 20.79017 7.88820 0.421 -1.165 -1.876
C 27.07446 20.26468 6.86377 -0.242 -1.480 -1.159
C 27.21596 18.66162 7.14051 0.053 0.859 -0.034
C 26.31276 18.45647 8.36866 1.016 0.807 0.013
C 24.76512 19.87008 9.66733 -0.768 0.340 -0.251
H 21.56403 15.92434 6.13666 -0.266 1.048 -0.009
H 20.13588 17.08515 6.26240 0.425 0.068 -0.286
H 21.08395 16.62125 7.66067 -0.649 -0.539 -0.114
H 21.56549 18.96549 6.84981 -0.890 0.343 -0.086
H 22.49828 18.17558 5.68908 0.607 0.309 -0.926
H 23.83687 17.17562 7.66244 -0.676 1.203 0.053
H 22.90127 18.26009 8.69911 -0.367 0.085 -0.039
H 23.63621 20.16871 7.18305 -0.684 1.606 -0.130
H 24.60882 18.98566 6.36401 0.626 0.401 -0.194
H 26.55625 21.08208 8.75645 0.757 0.699 1.252
H 25.41449 21.58578 7.50580 -0.228 -0.199 0.175
H 28.01887 20.80765 6.99265 -0.264 -0.260 -0.338
H 26.68075 20.32770 5.79518 0.695 0.401 1.416
H 28.24919 18.27634 7.30576 -0.710 0.689 0.206
H 26.88104 18.09399 6.25660 -0.181 0.351 0.350
H 26.88701 18.53466 9.31344 -0.523 0.482 -0.785
H 25.80087 17.53673 8.44744 -0.627 -1.046 -0.239
H 24.10265 20.74991 9.60099 0.271 -0.501 0.217
H 25.59732 20.01470 10.31425 0.846 0.667 0.242
H 24.31200 19.01945 10.12756 -0.781 -0.660 -0.185
C 14.79078 24.56169 17.01664 -0.264 -0.053 0.293
C 15.98932 23.71234 16.55549 -0.164 1.108 -0.769
C 17.19610 24.43736 15.91818 0.885 1.208 1.209
C 16.76433 25.61769 15.05633 -0.508 -0.765 -1.066
N 17.73778 25.90794 13.91702 -1.776 -1.505 0.146
C 19.07267 26.21636 14.40069 0.586 2.604 -0.221
C 19.67022 26.82078 13.05583 1.330 -1.004 0.953
C 18.54793 27.49637 12.29681 -0.898 -0.451 -0.559
C 17.30284 27.13781 13.16210 0.828 -0.016 -0.681
C 17.75036 24.68146 12.95463 0.634 0.597 0.912
H 14.28329 25.21604 16.29629 0.586 -0.241 -0.267
H 15.09258 25.18866 17.85773 -0.252 -0.076 0.206
H 13.99472 23.85010 17.31726 0.526 0.461 0.263
H 15.56745 23.05208 15.81712 0.140 -0.726 -0.277
H 16.34750 23.19334 17.42306 0.106 -0.697 0.285
H 17.92384 23.76851 15.44125 -0.711 -0.143 -0.423
H 17.86448 24.87846 16.68582 -0.469 -0.259 0.198
H 16.53725 26.55120 15.59085 0.378 -0.420 -0.126
H 15.84824 25.30396 14.54820 -0.009 0.373 0.041
H 19.57668 25.34482 14.81688 -0.014 0.232 -0.160
H 18.91904 27.04243 15.21901 0.501 -1.507 -1.438
H 20.12538 26.00470 12.47846 -0.320 0.018 0.081
H 20.50392 27.46715 13.25903 0.298 0.472 0.278
H 18.43116 27.09830 11.25222 0.134 -0.002 1.067
H 18.68263 28.56252 12.11562 -0.072 0.064 0.580
H 16.51268 26.83939 12.49284 -0.795 0.201 0.297
H 17.01682 27.87361 13.92021 -0.018 -0.116 -0.531
H 16.89979 24.04750 13.14715 -0.278 -0.039 0.280
H 18.69591 24.13585 13.04992 -0.282 0.175 0.146
H 17.67142 25.06037 11.96381 0.028 0.259 -0.776
C 16.52479 20.32176 11.89246 -0.019 -1.019 -0.794
C 17.04482 20.23738 13.31040 1.484 -0.569 -1.263
C 18.40360 19.51548 13.39047 0.607 0.256 -0.052
C 19.60224 20.30942 12.80012 -0.001 1.072 0.338
N 20.96324 19.64582 12.78213 -0.377 -1.122 -1.039
C 22.09522 20.64768 12.68698 -0.058 -1.375 -0.023
C 23.29002 19.87240 13.32694 -0.296 0.745 0.473
C 22.68338 18.59176 14.03965 1.125 1.101 -1.395
C 21.21672 18.83220 13.97365 -2.022 -0.145 2.123
C 21.05701 18.74204 11.60171 0.804 0.301 -0.515
H 15.44060 20.45022 11.88630 0.178 0.456 -0.214
H 16.71389 19.38495 11.29297 -0.118 0.630 0.746
H 17.06480 21.10404 11.35349 -0.452 0.149 -0.068
H 16.36318 19.80210 14.00369 -0.513 -0.546 0.394
H 17.25956 21.21010 13.65536 -0.134 1.473 0.599
H 18.36067 18.57330 12.86640 -0.247 -0.650 0.109
H 18.56194 19.38102 14.46550 0.386 -0.407 -0.234
H 19.79189 21.16543 13.44616 -0.296 0.212 -0.029
H 19.52326 20.71545 11.77661 -0.528 -0.248 0.437
H 22.22010 20.87041 11.62969 -0.006 0.341 0.083
H 21.73003 21.50033 13.24082 0.478 0.350 0.104
H 24.09480 19.62233 12.62630 -0.369 -0.109 -0.031
H 23.71147 20.60763 14.00738 0.212 -0.342 0.452
H 23.00117 17.76191 13.42936 -0.158 -0.581 -0.237
H 23.06909 18.39789 15.02150 -0.031 0.343 0.591
H 20.56457 17.92538 13.88361 0.705 0.706 0.392
H 20.82571 19.45244 14.84430 0.689 -0.856 -0.830
H 20.46943 17.84774 11.71972 -0.261 -0.190 0.179
H 22.10034 18.48525 11.35178 -0.338 -0.017 0.590
H 20.72158 19.33281 10.78211 -0.447 0.228 -0.871
N 15.03335 20.86386 21.52346 -0.097 -2.674 -0.450
S 14.53134 22.31602 21.49455 -1.572 -0.957 0.855
O 14.16811 22.67615 20.17591 0.394 0.716 -0.328
O 15.31732 23.08302 22.37574 0.564 1.917 0.272
F 13.11951 22.15372 22.24422 0.309 0.426 -0.182
S 15.11643 19.90078 22.74454 0.217 -0.225 0.892
O 15.81964 20.40332 23.87253 0.503 0.992 0.654
O 15.50773 18.58923 22.36826 0.172 -0.695 -1.208
F 13.66292 19.66956 23.33314 -0.228 0.469 -0.643
N 20.91089 23.49547 8.68805 -2.802 1.437 0.870
S 21.73443 22.23032 8.57050 1.114 0.212 2.065
O 22.58810 22.28055 7.45613 1.096 -0.145 -1.468
O 21.11359 20.97899 8.87419 0.088 -0.321 0.532
F 22.81266 22.55506 9.83234 -0.675 -1.091 -0.840
S 19.79429 23.64477 9.86961 1.516 1.499 1.377
O 19.17088 24.93722 9.86956 0.639 -0.718 -0.773
O 20.23588 23.17328 11.16088 0.113 -0.136 -0.840
F 18.69044 22.66073 9.48161 -0.951 -0.989 -0.792
N 26.63433 17.80759 11.67759 1.633 -0.698 0.444
S 28.06945 18.53478 11.66046 0.392 -0.957 -0.509
O 27.88868 19.69366 10.85741 0.252 0.454 -1.098
O 29.25659 17.72388 11.55965 -1.360 0.560 -0.086
F 28.11815 19.16326 13.05376 0.168 0.192 1.851
S 26.48586 16.28709 12.11012 -1.952 -0.995 -2.667
O 25.08194 16.10818 12.27505 -0.787 0.022 -0.234
O 27.26123 15.56505 13.03110 1.995 0.341 1.333
F 26.85724 15.45447 10.69900 -0.410 1.293 1.217
N 21.90767 21.76276 15.96548 -0.688 0.302 -0.282
S 22.63289 21.16624 17.23056 -1.804 1.194 0.698
O 23.59044 20.26550 16.73118 1.138 -1.229 -0.194
O 21.84596 20.79544 18.38708 0.491 0.292 -1.678
F 23.41814 22.39876 17.75869 0.547 0.449 0.151
S 20.79633 22.87781 15.82138 0.088 1.340 2.354
O 20.53121 23.16887 14.45984 0.085 -0.630 -1.129
O 20.86041 24.05199 16.67129 0.368 -1.572 -0.340
F 19.49826 22.11151 16.32843 0.128 -0.155 -0.053
N 13.32736 26.20096 14.20967 0.913 -0.535 -1.412
S 13.72612 27.74046 14.26107 -1.751 -0.707 -1.652
O 13.26765 28.48666 13.12442 0.182 -0.046 0.618
O 14.99536 28.05515 14.79290 1.720 0.074 0.273
F 12.83148 28.06587 15.47331 -1.126 0.533 0.658
S 13.59441 25.29716 12.89150 -0.068 0.900 1.680
O 14.20417 24.07313 13.28651 0.145 -0.670 0.282
O 14.13412 25.93036 11.73996 0.108 0.618 -0.351
F 12.12921 24.89862 12.51278 -0.244 0.019 -0.075
N 19.68358 15.35322 18.44213 -0.333 0.602 -0.186
S 20.60141 14.39799 19.27300 -2.675 -0.852 1.319
O 21.97826 14.64846 19.13022 1.964 -0.150 -0.492
O 20.04132 13.07312 19.35212 0.943 1.180 -0.480
F 20.30599 14.96121 20.75070 0.120 -0.070 -0.359
S 20.11387 16.40723 17.37979 -2.745 1.189 -0.868
O 18.99486 17.24281 16.94450 1.398 -1.562 0.959
O 20.95744 15.88516 16.36932 0.945 -0.577 -1.050
F 21.04155 17.47205 18.06777 0.582 0.307 1.003
```
Positions in Å, forces in eV/Å.

Calculated values
2S+1: 1
Total charge: -1
Energy in eV: -276450.142
HOMO level in eV: -7.55
Lowest unoccupied orbital energy in eV: 1.179
Frontier orbital gap in eV: 8.73